*P*
{"formula": "C3H4BrN", "method": "the ωB97M-V functional and the def2-TZVPD basis", "symbols": ["C", "N", "C", "C", "Br", "H", "H", "H", "H"], "positions_angstrom": [[1.2594, -0.2027, -1.0562], [1.0045, -0.2233, 0.1638], [-0.0361, 0.1203, 0.9221], [-1.5194, 0.1090, 0.2884], [0.2062, 0.6523, 2.6171], [2.1574, -0.5468, -1.4640], [0.7357, 0.4233, -1.7683], [-2.3666, -0.0696, 0.9981], [-1.4412, -0.2625, -0.7009]], "multiplicity": 1, "e_homo_ev": [-8.27, -8.27], "smiles": "C=NC(=C)Br", "homo_lumo_gap_ev": [7.81, 7.81]}

*Q*
{"formula": "C3H4BrN", "method": "the ωB97M-V functional and the def2-TZVPD basis", "symbols": ["C", "C", "C", "N", "Br", "H", "H", "H", "H"], "positions_angstrom": [[-0.4013, 0.1591, 0.3738], [0.8945, -0.4907, 0.8732], [3.1753, -0.7290, 0.5123], [1.9107, -0.4805, 0.0542], [4.3604, -0.6382, -0.9064], [-0.3482, 1.1424, 0.7776], [-1.2706, -0.4593, 0.7910], [-0.5958, 0.2659, -0.6853], [1.9518, -0.0949, -0.9929]], "multiplicity": 1, "e_homo_ev": -8.81, "homo_lumo_gap_ev": 7.92}

*R*
{"formula": "C3H4BrN", "method": "the ωB97M-V functional and the def2-TZVPD basis", "symbols": ["C", "C", "C", "N", "Br", "H", "H", "H", "H"], "positions_angstrom": [[1.2086, 0.1419, 0.7604], [1.1916, -1.0709, 0.2472], [-1.5430, 0.5683, -0.6376], [1.0321, 1.2279, 1.2133], [-0.8910, 2.0203, 0.1449], [1.9130, -1.2644, -0.4954], [0.4169, -1.6960, 0.4350], [-1.9319, -0.2990, 0.0363], [-1.3962, 0.3720, -1.7042]], "multiplicity": 1, "e_homo_ev": [-8.64, -8.14], "homo_lumo_gap_ev": [8.26, 7.03]}

Which structure wins on stability? *P* wins.

*P*
{"formula": "C2H8N2S2", "method": "the ωB97M-V functional and the def2-TZVPD basis", "symbols": ["C", "C", "N", "N", "S", "S", "H", "H", "H", "H", "H", "H", "H", "H"], "positions_angstrom": [[1.1791, 1.0376, 0.3315], [0.0354, 0.4214, -0.4007], [-1.5844, -1.8215, -0.1096], [-0.3376, -1.4701, 0.2444], [2.7478, 0.1564, 0.0345], [-1.5230, 1.2524, -0.2212], [1.3168, 2.0803, 0.0199], [1.0313, 1.0134, 1.4133], [0.2078, 0.2300, -1.4521], [-2.3514, -1.2105, 0.1816], [-1.6372, -2.0504, -1.0956], [-0.3037, -1.2753, 1.2466], [2.6785, 0.2075, -1.2947], [-1.4593, 1.4291, 1.1020]], "multiplicity": 1, "e_homo_ev": -7.94, "homo_lumo_gap_ev": 8.59}

*Q*
{"formula": "C2H8N2S2", "method": "the ωB97M-V functional and the def2-TZVPD basis", "symbols": ["C", "N", "N", "C", "S", "S", "H", "H", "H", "H", "H", "H", "H", "H"], "positions_angstrom": [[-0.5800, -1.3577, -0.3167], [0.0218, -0.1034, -0.5556], [-0.5830, 0.7353, -1.4352], [0.4942, 0.5404, 0.5322], [2.2767, 0.3281, 0.7322], [-0.5410, 0.4370, 2.1188], [-0.2356, -2.0479, -0.9945], [-0.0916, -1.6523, 0.6027], [-1.7205, -1.3269, -0.1663], [-1.6193, 0.8390, -1.1972], [-0.4444, 0.3203, -2.2686], [0.4542, 1.6356, 0.3951], [2.2907, 0.6689, -0.5250], [0.2776, 0.9835, 3.0780]], "multiplicity": 1, "e_homo_ev": -8.85, "smiles": "CN(N)C(S)S", "homo_lumo_gap_ev": 9.58}

Which structure wins on stability? *Q* wins.

*P*
{"formula": "C40H110N10O10", "method": "the ωB97M-V functional and the def2-TZVPD basis", "symbols": ["C", "O", "C", "C", "C", "N", "H", "H", "H", "H", "H", "H", "H", "H", "H", "H", "H", "C", "O", "C", "C", "C", "N", "H", "H", "H", "H", "H", "H", "H", "H", "H", "H", "H", "C", "O", "C", "C", "C", "N", "H", "H", "H", "H", "H", "H", "H", "H", "H", "H", "H", "C", "O", "C", "C", "C", "N", "H", "H", "H", "H", "H", "H", "H", "H", "H", "H", "H", "C", "O", "C", "C", "C", "N", "H", "H", "H", "H", "H", "H", "H", "H", "H", "H", "H", "C", "O", "C", "C", "C", "N", "H", "H", "H", "H", "H", "H", "H", "H", "H", "H", "H", "C", "O", "C", "C", "C", "N", "H", "H", "H", "H", "H", "H", "H", "H", "H", "H", "H", "C", "O", "C", "C", "C", "N", "H", "H", "H", "H", "H", "H", "H", "H", "H", "H", "H", "C", "O", "C", "C", "C", "N", "H", "H", "H", "H", "H", "H", "H", "H", "H", "H", "H", "C", "O", "C", "C", "C", "N", "H", "H", "H", "H", "H", "H", "H", "H", "H", "H", "H"], "positions_angstrom": [[0.0906, -3.0201, 7.7887], [-0.6966, -2.7292, 6.5772], [-0.5370, -3.6874, 5.5565], [-1.2781, -3.3042, 4.2463], [-2.6344, -2.6609, 4.3984], [-1.3827, -4.3719, 3.2819], [-0.0072, -2.2137, 8.5155], [1.1601, -3.0134, 7.5786], [-0.2763, -3.9390, 8.2461], [0.5201, -3.7787, 5.3070], [-0.9148, -4.6057, 6.0061], [-0.6733, -2.5352, 3.7656], [-2.5575, -1.8104, 5.0757], [-3.3781, -3.3186, 4.8485], [-3.0838, -2.3877, 3.4437], [-1.4561, -3.8379, 2.4278], [-0.4923, -4.8483, 3.3024], [-2.1457, 4.9850, -5.7455], [-1.6733, 4.6026, -4.4477], [-2.2591, 3.4003, -4.0400], [-1.8092, 2.9327, -2.6576], [-0.3324, 2.4037, -2.6350], [-2.6737, 1.7852, -2.2839], [-1.5883, 4.4272, -6.4980], [-1.7686, 6.0072, -5.7786], [-3.2253, 4.9757, -5.8951], [-3.3384, 3.3194, -4.1692], [-1.9392, 2.5746, -4.6755], [-1.7735, 3.7404, -1.9266], [-0.2296, 1.4433, -3.1402], [-0.0642, 2.1613, -1.6067], [0.3286, 3.1655, -3.0482], [-2.4871, 1.4414, -1.3527], [-2.4800, 1.0232, -2.9179], [0.8510, 1.0878, 2.7153], [1.3967, 2.0328, 3.5503], [1.8164, 3.2118, 2.8046], [2.0940, 4.4255, 3.7125], [0.7714, 4.8176, 4.3553], [2.7096, 5.5211, 3.0329], [1.4499, 0.9932, 1.8095], [-0.1400, 1.3488, 2.3440], [0.6215, 0.1849, 3.2811], [2.6301, 2.8588, 2.1710], [1.0220, 3.5021, 2.1170], [2.7513, 4.0524, 4.4979], [0.7732, 5.7990, 4.8297], [0.4887, 4.0908, 5.1168], [-0.0742, 4.7743, 3.6689], [3.5256, 5.1233, 2.5902], [2.1435, 5.6820, 2.2121], [4.5712, 0.4348, 2.0155], [5.4208, 1.3536, 1.4060], [6.5415, 0.8248, 0.6544], [7.5757, 0.1539, 1.5327], [8.2940, 1.2132, 2.3655], [8.6405, -0.3915, 0.7598], [5.0693, -0.1350, 2.7999], [4.2797, -0.2846, 1.2502], [3.7280, 0.9257, 2.5014], [6.2567, 0.2816, -0.2466], [7.0490, 1.6408, 0.1399], [7.1873, -0.6097, 2.2066], [8.9406, 0.7444, 3.1073], [7.5382, 1.7434, 2.9450], [8.9460, 1.9060, 1.8333], [9.3231, -0.7041, 1.4354], [8.3234, -1.2583, 0.3497], [7.0951, 2.4132, -4.4945], [6.4742, 2.4249, -3.2188], [5.7514, 3.6297, -2.9954], [5.1334, 3.6030, -1.6631], [3.8978, 2.6634, -1.6347], [4.5045, 4.8764, -1.4342], [7.9394, 3.1002, -4.5519], [6.3068, 2.6850, -5.1965], [7.4310, 1.3975, -4.7036], [6.4378, 4.4753, -2.9494], [5.0151, 3.7475, -3.7905], [5.9225, 3.3639, -0.9502], [4.3265, 1.6757, -1.8043], [3.1098, 2.8340, -2.3682], [3.4359, 2.7081, -0.6484], [3.7194, 5.0492, -2.0456], [5.1244, 5.6558, -1.6030], [1.8126, -0.2640, -1.5509], [0.7924, -0.2079, -0.5678], [-0.3184, -1.0811, -0.8999], [-1.4401, -0.9024, 0.2010], [-2.6083, -1.8547, 0.0074], [-1.9162, 0.4342, 0.2185], [1.4454, 0.2666, -2.4294], [2.0163, -1.2606, -1.9424], [2.7929, 0.0909, -1.2327], [-0.6281, -0.8391, -1.9165], [0.0612, -2.1025, -0.8703], [-1.0439, -1.1426, 1.1877], [-2.1700, -2.8509, 0.0674], [-3.3474, -1.6981, -0.7783], [-3.2330, -1.7586, 0.8954], [-1.1247, 0.9434, 0.5849], [-2.6344, 0.5259, 0.9227], [-5.0217, 0.2781, 2.2179], [-3.7346, 0.8623, 2.4431], [-3.4415, 0.9254, 3.8251], [-3.7141, 2.3015, 4.4907], [-2.7799, 3.3933, 3.8605], [-3.4525, 2.3453, 5.9372], [-5.2181, 0.3268, 1.1469], [-5.8047, 0.8799, 2.6793], [-5.0908, -0.7637, 2.5310], [-3.9651, 0.1654, 4.4049], [-2.3764, 0.7079, 3.9051], [-4.7718, 2.5633, 4.4596], [-3.0077, 3.4981, 2.7997], [-1.7384, 3.0721, 3.8473], [-2.9043, 4.3672, 4.3340], [-2.5301, 2.7112, 6.1253], [-3.4372, 1.4175, 6.3359], [1.0346, 2.4333, -6.3454], [2.0812, 1.5092, -6.4402], [2.7913, 1.3271, -5.2755], [3.8953, 0.2294, -5.5136], [3.2580, -1.1916, -5.6809], [4.6163, 0.0921, -4.2676], [0.6519, 2.5456, -7.3598], [1.3166, 3.3992, -5.9261], [0.2809, 2.0721, -5.6456], [3.2864, 2.2281, -4.9131], [2.0335, 1.0024, -4.5625], [4.6103, 0.4310, -6.3113], [2.4249, -1.4409, -5.0237], [4.0226, -1.9681, -5.7034], [2.8242, -1.2512, -6.6791], [5.1129, 0.9392, -4.0310], [5.2848, -0.6595, -4.3584], [-3.3845, -0.4580, -5.1259], [-3.0539, -0.7684, -3.7711], [-2.5270, -2.1166, -3.7007], [-3.5514, -3.2577, -4.0545], [-4.8992, -3.1896, -3.2752], [-2.9710, -4.5828, -3.6650], [-3.8966, 0.4993, -5.2229], [-4.1599, -1.1566, -5.4404], [-2.5027, -0.4655, -5.7665], [-1.6249, -2.1831, -4.3089], [-2.1251, -2.2147, -2.6922], [-3.8041, -3.3024, -5.1139], [-5.2869, -2.1760, -3.3770], [-4.7579, -3.2779, -2.1980], [-5.7373, -3.8327, -3.5438], [-2.0940, -4.7183, -4.1474], [-3.4795, -5.3757, -4.0296], [-7.4594, -8.5772, 2.8697], [-7.1566, -7.2318, 3.2491], [-6.0995, -6.6685, 2.3641], [-5.8607, -5.1324, 2.4864], [-4.8887, -4.5630, 1.5136], [-5.4224, -4.7507, 3.8179], [-8.0076, -8.6101, 1.9282], [-8.0872, -9.2017, 3.5054], [-6.5122, -9.1090, 2.7797], [-5.1326, -7.1590, 2.4761], [-6.4002, -6.9672, 1.3598], [-6.8358, -4.6772, 2.3127], [-5.2272, -4.6637, 0.4824], [-3.9415, -5.0669, 1.7058], [-4.6790, -3.5048, 1.6694], [-5.9761, -5.3416, 4.4216], [-4.5352, -5.2208, 3.9277]], "multiplicity": 1, "e_homo_ev": -8.01, "smiles": "COC[C@H](C)N.COC[C@H](C)N.COC[C@H](C)N.COC[C@H](C)N.COC[C@H](C)N.COC[C@H](C)N.COC[C@H](C)N.COC[C@H](C)N.COC[C@H](C)N.COC[C@H](C)N", "homo_lumo_gap_ev": 8.57}

*Q*
{"formula": "C40H110N10O10", "method": "the ωB97M-V functional and the def2-TZVPD basis", "symbols": ["C", "C", "C", "O", "C", "N", "H", "H", "H", "H", "H", "H", "H", "H", "H", "H", "H", "C", "C", "C", "O", "C", "N", "H", "H", "H", "H", "H", "H", "H", "H", "H", "H", "H", "C", "C", "C", "O", "C", "N", "H", "H", "H", "H", "H", "H", "H", "H", "H", "H", "H", "C", "C", "C", "O", "C", "N", "H", "H", "H", "H", "H", "H", "H", "H", "H", "H", "H", "C", "C", "C", "O", "C", "N", "H", "H", "H", "H", "H", "H", "H", "H", "H", "H", "H", "C", "C", "C", "O", "C", "N", "H", "H", "H", "H", "H", "H", "H", "H", "H", "H", "H", "C", "C", "C", "O", "C", "N", "H", "H", "H", "H", "H", "H", "H", "H", "H", "H", "H", "C", "C", "C", "O", "C", "N", "H", "H", "H", "H", "H", "H", "H", "H", "H", "H", "H", "C", "C", "C", "O", "C", "N", "H", "H", "H", "H", "H", "H", "H", "H", "H", "H", "H", "C", "C", "C", "O", "C", "N", "H", "H", "H", "H", "H", "H", "H", "H", "H", "H", "H"], "positions_angstrom": [[-0.3200, 8.1574, -6.6232], [-1.5265, 7.4080, -6.0921], [-1.1265, 6.2745, -5.1831], [-0.3734, 5.2747, -5.8730], [-0.3125, 4.1123, -5.0716], [-2.3014, 8.3326, -5.2760], [0.2125, 8.7037, -5.8409], [-0.6107, 8.9050, -7.3645], [0.4142, 7.4840, -7.0676], [-2.1154, 7.0452, -6.9441], [-1.9665, 5.8164, -4.6459], [-0.4976, 6.6427, -4.3611], [0.0875, 4.3996, -4.0945], [0.3041, 3.3696, -5.5706], [-1.2884, 3.6560, -4.8723], [-2.5143, 9.1941, -5.7682], [-3.2250, 7.9706, -5.0523], [-4.7889, 1.3460, -7.4154], [-5.0729, 2.0311, -6.0852], [-3.8768, 2.7104, -5.4420], [-4.1698, 3.2905, -4.1714], [-4.6027, 2.3828, -3.1704], [-6.1794, 3.0082, -6.2800], [-4.1390, 0.4771, -7.3048], [-4.3398, 2.0581, -8.1108], [-5.7105, 1.0374, -7.9093], [-5.4887, 1.3540, -5.3298], [-3.4567, 3.4927, -6.0734], [-3.1195, 1.9306, -5.2868], [-5.6073, 2.0133, -3.3912], [-4.7222, 3.0685, -2.3280], [-3.9138, 1.5795, -2.9019], [-7.0581, 2.5177, -6.3613], [-6.1587, 3.5994, -5.4541], [-0.8239, 2.9956, 4.8456], [0.1576, 1.8536, 5.0756], [0.4648, 1.6484, 6.5658], [0.9191, 2.8614, 7.1148], [1.1471, 2.8077, 8.5062], [-0.3365, 0.5902, 4.5392], [-1.0676, 3.1120, 3.7890], [-0.3874, 3.9105, 5.2519], [-1.7768, 2.8243, 5.3568], [1.0682, 2.1181, 4.5302], [1.2799, 0.9164, 6.6547], [-0.4196, 1.2006, 7.0383], [1.0638, 1.8003, 8.9298], [0.5075, 3.4439, 9.1188], [2.1996, 3.0674, 8.6558], [-1.1493, 0.2850, 5.0693], [-0.6635, 0.7585, 3.5820], [-1.3735, -1.3899, 0.7543], [-0.6623, -0.1009, 0.3219], [-1.3850, 0.6773, -0.7795], [-0.5592, 1.7468, -1.1569], [-1.1777, 2.5855, -2.1062], [-0.6533, 0.7858, 1.5279], [-0.8185, -1.8198, 1.5898], [-1.3581, -2.0960, -0.0833], [-2.4022, -1.2775, 1.0948], [0.3693, -0.3155, 0.0256], [-2.4089, 0.8796, -0.4505], [-1.4457, -0.0364, -1.6169], [-2.1858, 2.8325, -1.7558], [-1.2031, 2.1547, -3.1123], [-0.6998, 3.5628, -2.1963], [0.2894, 0.7627, 1.9456], [-0.7383, 1.7202, 1.1402], [3.8090, 1.0641, 3.2586], [3.4524, 0.0961, 2.1415], [4.3156, -1.1420, 2.2209], [4.0392, -2.0391, 1.1554], [4.8489, -1.7445, 0.0183], [2.0077, -0.1822, 2.2239], [3.2034, 1.9678, 3.1382], [4.8642, 1.3072, 3.3869], [3.4474, 0.7867, 4.2574], [3.6065, 0.6799, 1.2268], [4.1633, -1.7215, 3.1346], [5.3643, -0.8179, 2.2516], [5.8487, -2.1489, 0.1817], [4.7624, -0.6887, -0.2504], [4.4929, -2.2168, -0.9049], [1.8656, -0.8075, 1.4285], [1.8587, -0.7468, 3.0704], [0.7150, 4.4103, 1.3593], [1.8252, 4.3950, 0.2937], [3.1178, 4.8690, 0.9056], [2.9758, 6.2055, 1.3459], [4.1911, 6.7419, 1.7655], [1.9282, 3.0118, -0.2254], [0.5062, 5.3820, 1.8109], [1.0298, 3.6861, 2.1121], [-0.2149, 4.1114, 0.8721], [1.5286, 5.0123, -0.5579], [3.9516, 4.8042, 0.1927], [3.4452, 4.2272, 1.7378], [4.7203, 6.0661, 2.4554], [4.0102, 7.6492, 2.3430], [4.9100, 6.9685, 0.9682], [1.0012, 2.6960, -0.5042], [2.1447, 2.4361, 0.5883], [-3.8088, -4.1993, 1.0157], [-4.6769, -4.9265, -0.0017], [-4.3697, -6.4211, -0.0583], [-4.5564, -7.0266, 1.2126], [-3.9200, -8.2923, 1.2814], [-6.1072, -4.6857, 0.3199], [-4.1476, -4.4021, 2.0349], [-3.9666, -3.1135, 1.0301], [-2.7269, -4.2798, 0.9139], [-4.4121, -4.5843, -1.0088], [-3.3350, -6.5141, -0.4187], [-4.9779, -6.9488, -0.8017], [-4.1677, -9.0086, 0.4928], [-4.2280, -8.6957, 2.2452], [-2.8381, -8.1198, 1.2569], [-6.1343, -5.1032, 1.2569], [-6.6178, -5.3967, -0.2043], [2.2306, -4.1527, 3.9998], [1.2187, -3.0583, 3.6916], [-0.1980, -3.5847, 3.9811], [-0.4927, -4.8109, 3.3510], [-1.7916, -5.2419, 3.7081], [1.5228, -1.9221, 4.5699], [2.1344, -4.9792, 3.2908], [2.1379, -4.5439, 5.0131], [3.2457, -3.8041, 3.8015], [1.3151, -2.7609, 2.6452], [-0.9280, -2.7999, 3.7452], [-0.2081, -3.6711, 5.0774], [-1.7906, -5.5705, 4.7567], [-1.9476, -6.1347, 3.1008], [-2.5834, -4.5018, 3.5895], [0.8061, -1.1796, 4.4949], [1.4817, -2.2152, 5.5416], [1.1988, -3.4806, -0.6387], [1.5400, -4.6423, 0.2977], [1.1319, -6.0016, -0.2486], [-0.2607, -6.2155, -0.3357], [-0.9479, -6.2196, 0.9103], [2.9984, -4.6554, 0.5931], [1.7532, -2.6047, -0.2973], [0.1150, -3.3473, -0.6446], [1.5787, -3.6824, -1.6458], [0.9712, -4.4366, 1.2119], [1.6175, -6.7738, 0.3600], [1.5725, -6.1018, -1.2445], [-1.9741, -6.4097, 0.5886], [-0.8879, -5.2384, 1.3828], [-0.6253, -7.0324, 1.5664], [3.2852, -3.6910, 0.7716], [3.3941, -4.8866, -0.3199], [1.6109, -1.2045, -2.7647], [2.7810, -0.4494, -2.1662], [4.1325, -1.0834, -2.4508], [4.2622, -2.3810, -1.8799], [5.5102, -2.9232, -2.2590], [2.8751, 0.8747, -2.7808], [1.5965, -1.1248, -3.8534], [0.6720, -0.8482, -2.3371], [1.6686, -2.2763, -2.5592], [2.6317, -0.4986, -1.0774], [4.9496, -0.4454, -2.0863], [4.3273, -1.1298, -3.5296], [5.7037, -3.8800, -1.7762], [6.3162, -2.2702, -1.8970], [5.5681, -3.0164, -3.3463], [2.1410, 1.5094, -2.4728], [3.6888, 1.3881, -2.4484]], "multiplicity": 1, "e_homo_ev": -7.50, "homo_lumo_gap_ev": 8.01}

Which structure wins on stability? *P* wins.